DFT (the ωB97M-V functional and the def2-TZVPD basis) results for a molecular structure, C40H32CaClN4O3SSi in a non-equilibrium geometry.

## Properties
Energy relative to the best compared isomer or geometry (same formula, charge and spin): 0.8255 eV
Net charge: -1
HOMO (alpha / beta): -1.6 / -1.6 eV
LUMO energy (alpha / beta): 2.32 / 2.32 eV
Maximum force: 0.03459 hartree/bohr

Geometry as XYZ:
```
83
C40H32CaClN4O3SSi the ωB97M-V functional and the def2-TZVPD basis
Ca 0.23 0.45 0.80
Cl -5.61 -3.61 -1.81
S -0.93 0.40 3.41
Si -2.16 2.22 -0.92
O -1.66 0.65 -0.63
O -1.69 0.27 2.16
O -1.47 1.31 4.40
N 0.56 0.68 3.00
N 1.45 2.51 1.89
N 0.25 -1.58 -0.08
N 2.52 -0.13 0.44
C -0.50 -3.73 5.22
C -4.44 -2.37 -1.36
C -2.44 1.47 -3.62
C 1.11 1.97 3.07
C 2.12 3.67 1.88
C -0.85 -1.21 4.11
C 3.69 -2.12 1.23
C -4.03 2.40 -5.17
C 2.53 -4.24 1.15
C 3.62 0.59 0.67
C -0.67 -2.61 6.03
C -2.93 2.28 -2.60
C -2.98 1.52 -4.90
C -3.93 -0.12 -0.84
C 1.40 -3.65 0.61
C 1.46 3.83 -2.07
C -0.62 3.26 -0.97
C -4.91 -1.07 -1.13
C -0.71 -2.31 3.27
C 4.82 -1.31 1.47
C 4.78 0.05 1.18
C -3.12 -2.71 -1.25
C 2.53 -1.47 0.70
C 2.42 4.38 3.02
C 1.34 2.65 4.27
C 1.34 -2.25 0.39
C 1.35 5.14 -1.61
C -0.52 -3.56 3.83
C -0.82 -2.28 -0.59
C -0.84 -1.35 5.49
C -2.60 -0.44 -0.77
C 0.29 5.50 -0.79
C -0.31 -5.10 5.81
C -3.99 3.15 -2.89
C 1.99 3.86 4.24
C -4.53 3.21 -4.16
C 3.67 -3.52 1.47
C -0.68 4.56 -0.47
C 0.47 2.90 -1.77
C -2.10 -1.78 -0.86
H 2.19 4.39 5.17
H -4.40 3.78 -2.10
H -4.46 2.43 -6.16
H 2.42 4.04 0.91
H -2.60 0.87 -5.67
H 3.56 1.65 0.43
H 1.01 2.19 5.20
H -4.26 0.90 -0.68
H 2.52 -5.31 1.34
H -1.28 -5.58 6.02
H 0.54 1.90 -2.18
H 0.22 6.51 -0.41
H -3.07 2.80 0.08
H -0.74 -2.20 2.18
H -5.96 -0.82 -1.19
H -0.66 -2.73 7.11
H -5.35 3.88 -4.37
H 0.53 -4.27 0.40
H 2.11 5.86 -1.86
H 0.24 -5.76 5.14
H -2.83 -3.74 -1.41
H -0.97 -0.47 6.11
H 2.30 3.54 -2.69
H 4.55 -4.00 1.88
H 5.71 -1.76 1.89
H -0.70 -3.34 -0.78
H -0.38 -4.42 3.18
H 0.23 -5.05 6.76
H 2.96 5.31 2.96
H -1.52 4.86 0.16
H -1.65 0.75 -3.41
H 5.65 0.68 1.35
```